Record 1
{"formula": "C3H3IrO3", "method": "ωB97M-V with the def2-TZVPD basis set", "symbols": ["C", "O", "H", "O", "H", "Ir", "H", "O", "C", "C"], "coordinates": [[0.678, 2.393, 0.332], [-0.662, -2.153, -0.297], [-0.240, -2.984, -0.549], [1.408, -1.228, -0.273], [0.041, 1.176, -0.022], [-2.307, -0.905, 0.293], [1.064, 2.532, 1.332], [-0.493, -0.070, 0.159], [0.219, -1.115, -0.123], [0.291, 2.354, -0.853]], "atomic_forces_ev_per_a": [[-0.79, 0.40, -3.21], [0.29, -0.43, -0.06], [0.22, -0.30, -0.03], [-1.67, 0.36, 0.35], [-0.25, -1.09, 0.24], [-4.50, -0.42, 0.65], [-0.10, -0.12, -0.17], [1.65, 2.53, 0.13], [4.01, -1.27, -1.16], [1.15, 0.34, 3.26]], "orbital_gap_ev": [7.83, 5.17], "spin_multiplicity": 6, "s2": 8.7774, "total_charge": 1, "homo_energy_ev": [-12.197, -14.564], "total_energy_ev": -12122.16243}

---

Record 2
{"formula": "C3H3KMgO", "method": "ωB97M-V with the def2-TZVPD basis set", "symbols": ["H", "H", "C", "H", "Mg", "C", "O", "C", "K"], "coordinates": [[-4.149, -1.163, -0.010], [-2.848, -1.147, -1.350], [-1.969, -1.294, 0.409], [-3.641, 1.271, 0.491], [4.498, 0.043, -0.597], [-3.121, -0.870, -0.305], [-1.741, 1.322, -0.214], [-2.777, 0.707, 0.077], [0.557, 0.151, -0.077]], "atomic_forces_ev_per_a": [[0.40, 0.27, -0.07], [-1.00, 0.60, -0.18], [0.59, 0.10, 1.77], [0.40, -0.64, 0.51], [0.03, 0.00, 0.00], [0.83, 1.42, -0.94], [0.51, 0.20, -0.52], [-1.10, -1.81, -0.71], [-0.66, -0.13, 0.15]], "orbital_gap_ev": [4.29, 5.11], "spin_multiplicity": 1, "total_charge": 0, "homo_energy_ev": [-4.908, -5.726], "total_energy_ev": -26969.91674}

---

Record 3
{"formula": "C3H3Li2O3Y", "method": "ωB97M-V with the def2-TZVPD basis set", "symbols": ["Li", "O", "Y", "H", "Li", "O", "H", "C", "O", "C", "H", "C"], "coordinates": [[-0.476, 2.671, -2.129], [-0.735, 0.521, 0.893], [0.646, -1.961, 0.312], [2.132, 0.262, -0.853], [1.425, 0.542, 1.208], [-1.051, 1.356, -1.065], [-2.012, -1.051, 1.337], [1.255, -0.121, -1.396], [0.836, -1.282, -1.904], [-0.309, 0.552, -0.419], [-0.769, -0.671, 2.547], [-0.944, -0.818, 1.470]], "atomic_forces_ev_per_a": [[-0.21, 0.20, -0.48], [0.98, 0.06, -0.43], [0.55, -2.13, -3.35], [0.52, -0.45, -0.25], [-0.10, 1.22, 0.46], [2.69, -2.26, 1.09], [0.33, -0.01, 0.09], [-3.98, -1.80, 0.97], [1.69, 1.59, 3.11], [-2.13, 3.65, -1.90], [-0.27, -0.16, -0.16], [-0.07, 0.09, 0.83]], "orbital_gap_ev": [6.12, 6.11], "spin_multiplicity": 1, "total_charge": 2, "homo_energy_ev": [-15.251, -15.235], "total_energy_ev": -10734.03492}

---

Record 4
{"formula": "C3H3LiO2Sc", "method": "ωB97M-V with the def2-TZVPD basis set", "symbols": ["H", "H", "Li", "C", "C", "O", "Sc", "C", "H", "O"], "coordinates": [[-0.674, 1.849, -1.058], [-1.194, 0.314, -1.958], [-2.562, -1.214, 0.091], [-0.432, 0.736, -1.306], [-0.371, 0.405, -0.015], [1.157, 0.497, 0.039], [0.378, -1.701, 1.838], [1.764, -0.305, 0.817], [2.799, 0.048, 0.934], [-0.863, -0.628, 0.620]], "atomic_forces_ev_per_a": [[2.03, -0.15, -2.13], [0.12, -0.10, -0.39], [-1.33, -0.02, -0.45], [-4.97, 3.55, -1.07], [4.01, -3.41, -0.73], [-1.57, 1.02, 2.82], [0.56, 0.19, 0.16], [-0.44, 0.52, 0.29], [0.30, -0.70, -0.20], [1.28, -0.89, 1.70]], "orbital_gap_ev": [7.56, 5.97], "spin_multiplicity": 1, "total_charge": 3, "homo_energy_ev": [-23.199, -22.210], "total_energy_ev": -28121.03110}

---

Record 5
{"formula": "C3H3LuO2", "method": "ωB97M-V with the def2-TZVPD basis set", "symbols": ["C", "O", "H", "O", "C", "C", "H", "H", "Lu"], "coordinates": [[-3.173, 1.426, -0.927], [0.985, 0.273, 0.439], [-2.740, 2.431, -1.010], [2.395, -0.298, -1.304], [1.609, 0.009, -0.524], [-2.556, 0.435, -0.260], [-3.048, -0.547, -0.334], [-4.149, 1.297, -1.413], [-1.023, 0.765, 1.509]], "atomic_forces_ev_per_a": [[0.33, 0.67, 0.22], [-2.42, 0.80, 1.42], [-0.32, -0.23, 0.08], [-1.97, 0.73, 0.91], [3.53, -1.31, -1.86], [0.76, -0.06, 1.55], [0.30, 0.12, 0.33], [0.50, -0.15, -0.05], [-0.71, -0.57, -2.61]], "orbital_gap_ev": 6.79, "spin_multiplicity": 1, "total_charge": 2, "homo_energy_ev": -18.179, "total_energy_ev": -40853.70891}

---

Record 6
{"formula": "C3H3LuO3", "method": "ωB97M-V with the def2-TZVPD basis set", "symbols": ["O", "O", "Lu", "O", "H", "C", "C", "C", "H", "H"], "coordinates": [[-2.169, 1.035, -0.600], [-0.587, 0.117, 0.556], [-2.544, 1.274, 1.579], [-0.411, 0.118, -1.697], [2.230, -1.187, -0.450], [-1.120, 0.352, -0.731], [1.626, -0.332, -0.147], [0.635, -0.541, 0.747], [1.896, 0.676, -0.464], [0.444, -1.513, 1.207]], "atomic_forces_ev_per_a": [[-2.70, 0.75, 2.31], [-1.34, 1.49, 2.98], [1.52, -0.86, -2.74], [-2.44, 0.04, 1.73], [0.48, 0.45, 0.67], [4.61, 0.05, -3.49], [-0.26, 0.14, 1.61], [0.49, -1.84, -2.22], [-0.54, -0.45, -0.72], [0.17, 0.24, -0.13]], "orbital_gap_ev": [7.58, 6.34], "spin_multiplicity": 2, "s2": 0.7506, "total_charge": 1, "homo_energy_ev": [-12.884, -13.056], "total_energy_ev": -42912.45317}

---

Record 7
{"formula": "C3H3N", "method": "ωB97M-V with the def2-TZVPD basis set", "symbols": ["C", "H", "C", "C", "H", "H", "N"], "coordinates": [[-2.260, -0.413, -1.959], [1.445, -0.044, 2.634], [-1.918, -0.737, -0.852], [0.902, -0.113, 1.704], [-3.039, -0.157, -2.609], [1.390, 0.255, 0.843], [-0.259, -0.434, 1.741]], "atomic_forces_ev_per_a": [[-0.48, 0.06, 0.13], [0.50, -0.14, 0.58], [0.92, -0.28, 1.09], [1.34, 0.77, 0.79], [-0.31, 0.27, -1.03], [0.66, 0.27, -1.32], [-2.64, -0.95, -0.25]], "orbital_gap_ev": [10.63, 7.52], "spin_multiplicity": 1, "total_charge": 0, "homo_energy_ev": [-11.066, -9.943], "total_energy_ev": -4641.63385}

---

Record 8
{"formula": "C3H3N2O", "method": "ωB97M-V with the def2-TZVPD basis set", "symbols": ["C", "C", "C", "H", "O", "H", "H", "N", "N"], "coordinates": [[-1.230, -0.139, 0.784], [-2.805, -0.368, 1.904], [-0.071, 0.014, -0.009], [-0.343, 0.446, -0.976], [-1.086, -1.123, 2.238], [0.653, 0.674, 0.490], [0.445, -0.945, -0.139], [-2.454, 0.222, 0.817], [-2.290, -1.085, 2.775]], "atomic_forces_ev_per_a": [[-0.75, -1.76, 3.03], [0.94, -0.55, 0.44], [1.42, 0.11, -0.61], [-0.02, -0.07, 0.07], [2.43, 1.46, -3.43], [-0.21, 0.02, 0.00], [-0.23, 0.04, -0.05], [-0.46, 0.34, -0.31], [-3.11, 0.42, 0.85]], "orbital_gap_ev": 8.05, "spin_multiplicity": 1, "total_charge": 1, "homo_energy_ev": -16.830, "total_energy_ev": -8172.28960}

---

Record 9
{"formula": "C3H3N2O", "method": "ωB97M-V with the def2-TZVPD basis set", "symbols": ["H", "O", "N", "C", "H", "C", "C", "H", "N"], "coordinates": [[-1.291, 1.540, 0.118], [3.928, 0.605, 0.058], [-2.140, -0.215, 0.033], [2.934, 0.067, -0.105], [-2.022, -1.288, -0.033], [-1.188, 0.523, -0.013], [0.721, -0.780, -0.312], [-2.885, 0.155, 0.547], [1.942, -0.608, -0.292]], "atomic_forces_ev_per_a": [[-0.57, 2.24, 0.66], [-0.97, -0.56, -0.16], [-1.83, -5.19, 0.66], [3.23, 2.00, 0.50], [-0.26, 1.89, -0.03], [6.86, 1.28, -1.61], [-3.35, -2.05, -0.27], [-2.53, 0.04, 0.33], [-0.58, 0.36, -0.08]], "orbital_gap_ev": [7.11, 7.11], "spin_multiplicity": 1, "total_charge": 1, "homo_energy_ev": [-13.024, -13.023], "total_energy_ev": -8173.66029}

---

Record 10
{"formula": "C3H3N2O", "method": "ωB97M-V with the def2-TZVPD basis set", "symbols": ["H", "C", "N", "H", "C", "O", "N", "H", "C"], "coordinates": [[2.341, 0.837, 0.322], [1.579, -0.006, -0.015], [-0.849, 1.181, 0.064], [1.637, -0.938, 0.493], [0.172, 0.358, 0.045], [-3.378, -0.277, 0.042], [-2.261, -0.491, 0.191], [1.896, -0.359, -0.926], [-1.137, -0.305, -0.216]], "atomic_forces_ev_per_a": [[-1.91, -1.83, -0.39], [1.02, 2.54, 2.51], [4.03, -2.69, -0.03], [0.41, -0.59, 1.42], [-3.37, 2.03, -1.11], [-1.39, -0.87, 0.42], [-2.62, -0.04, -0.07], [0.23, -0.23, -2.96], [3.60, 1.67, 0.21]], "orbital_gap_ev": [9.02, 9.02], "spin_multiplicity": 1, "total_charge": 1, "homo_energy_ev": [-16.199, -16.199], "total_energy_ev": -8172.47218, "smiles": "Cc1nc1=[N+]=O"}